No. 1
{"formula": "C4H6N2", "method": "ωB97M-V/def2-TZVPD", "elements": ["C", "C", "C", "C", "N", "N", "H", "H", "H", "H", "H", "H"], "positions_angstrom": [[-0.2058, -0.6545, 0.3489], [0.2283, -0.4868, -0.9661], [-0.7670, 0.8288, 0.3406], [-0.0415, 0.9833, -1.0974], [0.6656, -1.5134, 0.9349], [1.6887, -1.7469, 0.0785], [-1.8857, 0.7719, 0.3406], [-0.1172, 1.4675, 0.9578], [0.6075, 1.8475, -1.0093], [-0.5594, 1.3073, -2.0582], [0.3545, -2.1263, 1.6547], [1.9976, -2.7058, -0.0198]], "relative_energy_kj_mol": 742.5, "lumo_ev": [0.3, 0.3]}

***

No. 2
{"formula": "C3H6Br2P", "method": "ωB97M-V/def2-TZVPD", "elements": ["C", "C", "Br", "C", "P", "Br", "H", "H", "H", "H", "H", "H"], "positions_angstrom": [[1.7029, -0.4751, 0.0047], [0.7758, 0.6905, 0.1391], [1.6044, 2.2015, 0.8425], [-0.5149, 0.7367, -0.2512], [-1.4374, -0.5888, -0.9366], [-1.6004, 2.2738, -0.1433], [2.4203, -0.2549, -0.7822], [2.2467, -0.6356, 0.9288], [1.2036, -1.4038, -0.2470], [-1.8713, -0.3018, -2.2277], [-0.7496, -1.7949, -1.0116], [-2.5567, -0.8180, -0.1410]], "total_charge": 1, "lumo_ev": -4.1}

***

No. 3
{"formula": "C4H12", "method": "ωB97M-V/def2-TZVPD", "elements": ["C", "C", "H", "H", "H", "H", "H", "H", "C", "C", "H", "H", "H", "H", "H", "H"], "positions_angstrom": [[-1.7886, -0.9376, 2.0938], [-0.8609, -0.8999, 0.9838], [-1.3634, -0.3463, 2.9400], [-2.7544, -0.4079, 1.9755], [-2.0145, -1.9672, 2.3654], [-0.2954, 0.0124, 0.7698], [-0.1553, -1.7494, 0.9717], [-1.3161, -1.0562, -0.0679], [1.8904, 1.0449, -0.9780], [0.7322, 0.8041, -1.9455], [2.3656, 1.9971, -1.2341], [1.5711, 1.0731, 0.0726], [2.5416, 0.2176, -1.1664], [1.0713, 0.8665, -2.9975], [-0.0167, 1.5908, -1.8868], [0.3930, -0.2422, -1.8963]], "relative_energy_kj_mol": 50.6, "total_charge": 1, "lumo_ev": [-3.1, -11.5], "multiplicity": 2}

***

No. 4
{"formula": "CHI2NO", "method": "ωB97M-V/def2-TZVPD", "elements": ["O", "N", "C", "I", "I", "H"], "positions_angstrom": [[-0.2763, 2.0023, 0.1225], [0.4173, 1.0908, 0.1682], [0.7392, -0.0668, 0.1055], [2.5998, -0.9827, -0.1458], [-2.4856, -1.2693, -0.0677], [-0.9944, -0.7743, -0.1827]], "relative_energy_kj_mol": 246.3, "smiles": "[O-][N+]#CI.I", "lumo_ev": -1.5}

***

No. 5
{"formula": "C41H105N5O15", "method": "ωB97M-V/def2-TZVPD", "elements": ["C", "O", "C", "C", "N", "C", "C", "O", "C", "H", "H", "H", "H", "H", "H", "H", "H", "H", "H", "H", "H", "H", "H", "H", "C", "O", "C", "C", "N", "C", "C", "O", "C", "H", "H", "H", "H", "H", "H", "H", "H", "H", "H", "H", "H", "H", "H", "H", "C", "O", "C", "C", "N", "C", "C", "O", "C", "H", "H", "H", "H", "H", "H", "H", "H", "H", "H", "H", "H", "H", "H", "H", "C", "O", "C", "C", "N", "C", "C", "O", "C", "H", "H", "H", "H", "H", "H", "H", "H", "H", "H", "H", "H", "H", "H", "H", "C", "O", "C", "C", "N", "C", "C", "O", "C", "H", "H", "H", "H", "H", "H", "H", "H", "H", "H", "H", "H", "H", "H", "H", "C", "C", "C", "O", "H", "H", "H", "H", "H", "H", "H", "H", "C", "C", "C", "O", "H", "H", "H", "H", "H", "H", "H", "H", "C", "C", "C", "O", "H", "H", "H", "H", "H", "H", "H", "H", "O", "C", "C", "O", "H", "H", "H", "H", "H", "H"], "positions_angstrom": [[2.1170, -3.5489, 3.6344], [1.4230, -4.5169, 2.8856], [0.9607, -4.0321, 1.6394], [0.3782, -5.1877, 0.8527], [1.4621, -6.0170, 0.3312], [0.9361, -7.1546, -0.4403], [2.0069, -8.1967, -0.6520], [2.2584, -8.8291, 0.5945], [3.2946, -9.7893, 0.5038], [2.1721, -3.9213, 4.6571], [1.5849, -2.5926, 3.6196], [3.1408, -3.4088, 3.2683], [1.7718, -3.5660, 1.0656], [0.2235, -3.2322, 1.8012], [-0.2011, -4.6976, 0.0627], [-0.3180, -5.7777, 1.4623], [1.9476, -6.4265, 1.1257], [0.6438, -6.8259, -1.4412], [0.1043, -7.6190, 0.1016], [2.9335, -7.7607, -1.0462], [1.6601, -8.9448, -1.3775], [4.2678, -9.2874, 0.5181], [3.2229, -10.3600, -0.4283], [3.1885, -10.4635, 1.3492], [-1.5812, 8.8031, 4.6847], [-1.7440, 7.7134, 3.8084], [-2.7176, 7.9355, 2.8370], [-2.8032, 6.7528, 1.8935], [-1.5005, 6.3185, 1.4488], [-1.4685, 4.9826, 0.9144], [-0.0681, 4.6055, 0.4888], [0.7257, 4.4303, 1.6367], [2.0486, 4.0838, 1.3184], [-2.4203, 8.8206, 5.3946], [-1.5125, 9.7645, 4.1711], [-0.6855, 8.6307, 5.2784], [-2.5219, 8.8359, 2.2349], [-3.7171, 8.0720, 3.2772], [-3.4926, 6.9852, 1.0786], [-3.2760, 5.9071, 2.4375], [-0.8151, 6.4353, 2.1820], [-2.0856, 4.8755, 0.0173], [-1.8007, 4.2597, 1.6787], [0.3542, 5.3708, -0.1776], [-0.1079, 3.6880, -0.1193], [2.0629, 3.2740, 0.5758], [2.5303, 3.7336, 2.2303], [2.6619, 4.8868, 0.8883], [-1.6044, 2.0825, -2.2009], [-1.3613, 0.7716, -2.6332], [-0.7230, 0.7953, -3.9018], [-0.4827, -0.6441, -4.2840], [-1.7480, -1.3465, -4.5060], [-1.4728, -2.7829, -4.6854], [-2.7350, -3.6022, -4.6661], [-3.3513, -3.4511, -3.3987], [-4.5473, -4.1687, -3.3529], [-0.6558, 2.6435, -2.1768], [-2.0469, 2.1091, -1.2076], [-2.2312, 2.6477, -2.9043], [0.2384, 1.3168, -3.8235], [-1.3789, 1.2872, -4.6295], [0.1188, -1.0773, -3.4681], [0.1592, -0.7056, -5.1683], [-2.1487, -1.3538, -3.5635], [-0.8384, -3.1701, -3.8734], [-0.9383, -2.9022, -5.6307], [-2.5047, -4.6640, -4.8208], [-3.4067, -3.2839, -5.4742], [-5.1446, -3.9895, -2.4596], [-4.3659, -5.2561, -3.3419], [-5.2005, -4.0001, -4.2182], [-1.5993, -3.6570, 5.0707], [-1.7444, -2.3189, 5.4753], [-0.7807, -1.4795, 4.8685], [-1.2062, -0.0325, 4.9074], [-2.1734, 0.2602, 3.8678], [-2.6168, 1.6307, 3.9003], [-3.7126, 1.8957, 2.8946], [-3.2535, 1.4968, 1.6141], [-4.2503, 1.6769, 0.6364], [-2.4272, -4.2251, 5.4986], [-0.6733, -4.0893, 5.4709], [-1.6455, -3.7964, 3.9846], [-0.6450, -1.7937, 3.8230], [0.1741, -1.5991, 5.3998], [-0.3090, 0.5929, 4.7557], [-1.6597, 0.1963, 5.8728], [-1.9316, -0.0852, 2.9533], [-1.7807, 2.3152, 3.6513], [-2.9654, 1.8906, 4.9008], [-3.9845, 2.9582, 2.8950], [-4.5907, 1.2797, 3.1390], [-5.1046, 1.0261, 0.8693], [-3.8704, 1.3717, -0.3363], [-4.5892, 2.7175, 0.5970], [0.9207, 7.3778, -5.2683], [1.4334, 7.3765, -3.9570], [2.8372, 7.3790, -3.8581], [3.5215, 6.1151, -4.3325], [3.5312, 5.0777, -3.3030], [2.2265, 4.5022, -3.0296], [2.3755, 3.1511, -2.3680], [2.5359, 2.1714, -3.3934], [3.0972, 0.9486, -2.9598], [-0.1599, 7.4690, -5.2195], [1.1571, 6.4513, -5.8012], [1.3564, 8.2065, -5.8414], [3.0940, 7.5573, -2.8106], [3.2504, 8.2837, -4.3349], [4.5513, 6.2769, -4.6535], [3.0099, 5.7296, -5.2273], [4.1791, 4.3408, -3.5492], [1.6102, 4.3905, -3.9338], [1.6544, 5.1407, -2.3498], [1.5050, 2.8674, -1.7677], [3.2787, 3.1500, -1.7433], [2.7740, 0.1923, -3.6752], [2.8405, 0.6946, -1.9274], [4.1944, 0.9913, -3.0433], [-1.1098, -0.7241, 0.2088], [0.1807, 0.0650, 0.2275], [0.2158, 0.9664, 1.4358], [1.2267, -0.9346, 0.2884], [-2.0288, -0.1718, 0.0142], [-1.2566, -1.2534, 1.1559], [-1.0345, -1.4691, -0.5886], [0.3336, 0.5668, -0.7337], [-0.5667, 1.7286, 1.4000], [1.1544, 1.5030, 1.5951], [0.0755, 0.3697, 2.3409], [2.0563, -0.4313, 0.2961], [-5.0269, -2.2133, 0.3218], [-4.6907, -3.6841, 0.5274], [-3.1998, -3.9143, 0.4061], [-5.2063, -4.1073, 1.7991], [-4.9358, -1.9532, -0.7377], [-4.4116, -1.5448, 0.9273], [-6.0813, -2.0431, 0.5537], [-5.2551, -4.2962, -0.1760], [-2.6646, -3.6840, 1.3326], [-2.7821, -3.2610, -0.3645], [-2.9308, -4.9393, 0.1425], [-4.9164, -3.4664, 2.4579], [3.5842, 0.1971, 2.9502], [4.6240, 0.0445, 1.8653], [5.4619, -1.2095, 2.0336], [3.9103, 0.0040, 0.6069], [3.0511, 1.1457, 2.9761], [4.0671, 0.0139, 3.9132], [2.8117, -0.5707, 2.8388], [5.2853, 0.9178, 1.8429], [6.0990, -1.3321, 1.1521], [4.8672, -2.1190, 2.1095], [6.1135, -1.0863, 2.8997], [4.5671, 0.0029, -0.0975], [2.8707, -5.0562, -1.8994], [3.2656, -3.6990, -1.7962], [2.2611, -2.7722, -2.4340], [2.0334, -3.0867, -3.8000], [2.3083, -5.2426, -1.1130], [3.3635, -3.4149, -0.7393], [4.2340, -3.5786, -2.2898], [2.5850, -1.7336, -2.3660], [1.3045, -2.8319, -1.8934], [1.8761, -4.0386, -3.8285]], "smiles": "COCCNCCOC.COCCNCCOC.COCCNCCOC.COCCNCCOC.COCCNCCOC.CC(C)O.CC(C)O.CC(C)O.OCCO", "lumo_ev": 0.5}

***

No. 6
{"formula": "C26H30N2O5", "method": "ωB97M-V/def2-TZVPD", "elements": ["C", "O", "C", "O", "C", "C", "C", "C", "C", "N", "C", "O", "N", "C", "C", "C", "C", "C", "C", "C", "C", "C", "O", "O", "C", "C", "C", "C", "C", "C", "C", "C", "C", "H", "H", "H", "H", "H", "H", "H", "H", "H", "H", "H", "H", "H", "H", "H", "H", "H", "H", "H", "H", "H", "H", "H", "H", "H", "H", "H", "H", "H", "H"], "positions_angstrom": [[-0.5582, 1.6529, -0.6202], [-1.7796, 1.9528, 0.0460], [-2.9016, 1.6392, -0.6197], [-2.9023, 1.1236, -1.7064], [-4.1421, 2.0677, 0.1312], [-4.2709, 1.4984, 1.5482], [-4.5883, 0.0013, 1.5738], [-3.3775, -0.8898, 1.3022], [-2.4630, -1.0082, 2.5292], [-1.1391, -1.4518, 2.1298], [-1.0320, -2.8201, 1.8654], [-1.9038, -3.5977, 2.1920], [0.1311, -3.2072, 1.2941], [0.9737, -2.2940, 0.5643], [0.4806, -1.9791, -0.8411], [-0.8424, -2.1661, -1.2182], [-1.2762, -1.7730, -2.4737], [-0.3933, -1.1873, -3.3633], [0.9316, -1.0109, -2.9992], [1.3667, -1.4080, -1.7484], [1.0336, -0.9863, 1.3338], [2.2957, -0.2695, 1.1495], [3.3283, -0.8175, 0.8312], [2.2095, 1.0692, 1.3031], [3.3666, 1.8292, 0.9248], [3.3359, 2.0899, -0.5583], [2.5897, 3.1462, -1.0651], [2.4959, 3.3438, -2.4310], [3.1437, 2.4845, -3.3022], [3.8911, 1.4320, -2.8026], [3.9879, 1.2342, -1.4363], [-0.0504, -0.6076, 2.0513], [-0.1148, 0.6510, 2.8587], [0.2403, 1.8167, 0.0973], [-0.5540, 0.6170, -0.9620], [-0.4334, 2.3038, -1.4874], [-4.1048, 3.1581, 0.1941], [-5.0064, 1.7842, -0.4708], [-3.3529, 1.7054, 2.0987], [-5.0826, 2.0340, 2.0455], [-5.3568, -0.2042, 0.8267], [-5.0024, -0.2608, 2.5501], [-3.7136, -1.8891, 1.0227], [-2.8068, -0.4896, 0.4633], [-2.3965, -0.0525, 3.0399], [-2.8743, -1.7507, 3.2183], [0.1937, -4.1893, 1.0726], [1.9837, -2.7147, 0.5076], [-1.5441, -2.6246, -0.5372], [-2.3099, -1.9131, -2.7497], [-0.7374, -0.8703, -4.3357], [1.6298, -0.5588, -3.6880], [2.3988, -1.2684, -1.4666], [3.2982, 2.7572, 1.4963], [4.2660, 1.2730, 1.2060], [2.0835, 3.8167, -0.3855], [1.9167, 4.1699, -2.8167], [3.0675, 2.6377, -4.3686], [4.4019, 0.7619, -3.4785], [4.5644, 0.4097, -1.0446], [-0.7571, 1.3837, 2.3718], [0.8740, 1.0836, 2.9529], [-0.5018, 0.4420, 3.8549]], "relative_energy_kj_mol": 3.2, "smiles": "COC(=O)CCCCCN1C(=O)N[C@@H](c2ccccc2)C(C(=O)OCc2ccccc2)=C1C", "lumo_ev": 0.7}

***

no.,molar mass (g/mol),electronic energy (Eh)
1,82.1,-265.25277
2,232.9,-5606.97336
3,60.1,-159.15058
4,296.8,-763.94918
5,908.3,-3027.28909
6,450.5,-1494.54227